# 1
82
Properties=species:S:1:pos:R:3:forces:R:3 method="wB97M-V/def2-TZVPD" charge=+1 fmax_ha_per_bohr=0.1715 e_homo_ev=-10.91 total_energy_ev=-100432.6940 orbital_gap_ha=0.20926
C 3.08893 -2.53052 -2.43572 -1.344 -0.299 0.386
C 1.75116 -1.97702 -1.59726 -1.226 0.436 0.957
N 1.21391 -2.96132 -0.55890 -2.615 4.566 -0.318
C 0.00906 -2.61289 0.28206 0.198 2.951 -2.150
C -0.80438 -1.16581 0.07247 2.898 -1.298 -1.409
N -1.99391 -0.97433 0.99257 5.271 3.741 4.213
C -1.47660 -0.20866 2.04425 -0.092 0.243 -1.943
S -0.77500 0.89683 3.17762 -2.763 -4.282 -4.111
C -0.30045 -0.04230 -1.06084 2.242 -3.488 0.713
C -1.09292 1.36230 -1.31299 -1.124 4.981 -3.675
O -0.86753 2.27634 -2.25974 -0.435 -6.648 5.777
O -2.27355 1.69236 -0.44409 2.206 -2.164 -2.724
C -3.52509 1.60386 -1.21084 -2.293 0.200 -0.368
C -4.28504 0.15155 -1.14386 -1.786 1.379 1.331
C -5.89127 0.35575 -1.56461 0.358 -0.665 0.117
I -3.46704 -1.26643 -2.60674 0.028 0.425 0.784
C 1.05829 -0.48349 -1.89663 -1.508 -2.046 1.967
C 1.79727 0.42835 -3.01689 2.428 0.804 1.181
C 3.40419 0.84019 -2.35199 -1.350 3.361 0.457
C 3.34519 1.69528 -0.85204 2.152 -1.801 -1.559
O 3.74671 2.35495 -2.30981 0.280 -6.543 -0.708
H 2.99316 -3.71325 -2.44280 0.275 2.575 -0.078
H 3.01926 -2.12013 -3.53680 0.216 -0.873 2.309
H 4.09939 -2.23948 -1.92269 -2.110 -0.355 -0.876
H 1.66348 -3.90430 -0.37636 -0.505 1.573 -0.680
H -0.37914 -3.38026 1.09839 1.019 1.797 -2.038
H -4.27230 2.39584 -0.72161 1.799 -1.814 -0.817
H -3.44333 1.89790 -2.33997 0.342 -0.454 2.171
H -4.32312 -0.31216 -0.05196 0.669 0.961 -2.509
H -6.23899 1.46864 -1.37899 0.669 -2.398 -0.316
H -6.01949 0.04401 -2.68526 0.056 0.875 2.174
H -6.51440 -0.41379 -0.89785 1.283 1.925 -1.524
H 2.00648 -0.08404 -4.04817 -0.661 0.647 2.116
H 1.40178 1.50551 -3.18808 0.061 -2.196 0.607
H 4.31871 -0.00700 -2.50853 -2.535 2.813 0.553
H 4.11153 0.86581 -0.45687 0.235 1.400 -0.867
H 4.03016 2.54555 -0.48380 -2.323 -0.448 0.680
C -4.23782 2.89630 5.33920 0.053 0.162 0.217
C -5.15540 1.74311 5.74270 0.162 -0.213 0.259
C -6.43230 1.86087 4.91220 -0.305 -0.371 0.522
S -5.96616 2.67486 3.39174 -0.134 0.178 -0.210
O -6.61847 3.96643 3.34198 0.185 -0.595 -0.247
O -6.04206 1.72508 2.29967 -0.116 0.402 0.020
C -4.25381 2.92326 3.81809 0.534 0.146 0.105
H -3.22402 2.76382 5.72816 -0.136 0.055 -0.050
H -4.63282 3.83922 5.73582 0.101 -0.100 -0.086
H -4.65997 0.78928 5.52432 -0.060 0.122 0.028
H -5.37838 1.75922 6.81410 0.021 -0.034 -0.192
H -6.85556 0.87944 4.68381 -0.044 0.271 -0.111
H -7.17997 2.48163 5.41352 0.094 -0.027 -0.220
H -3.89801 3.86705 3.40137 -0.170 -0.124 -0.103
H -3.68121 2.08829 3.40338 -0.129 0.101 -0.019
C -0.96779 -6.70783 -3.91452 -0.175 -0.112 0.194
C -1.40003 -5.25301 -4.09136 -0.390 -0.002 -0.191
C -0.23684 -4.37096 -3.64074 -0.458 0.510 0.170
S 1.24890 -5.32397 -3.91642 -0.247 -0.201 -1.203
O 1.85454 -5.61428 -2.63382 0.307 0.288 0.205
O 1.99531 -4.73748 -5.01157 0.117 -0.050 0.849
C 0.43299 -6.79618 -4.50166 -0.173 -0.507 -0.076
H -1.65567 -7.39899 -4.41024 0.141 0.097 0.098
H -0.94445 -6.95947 -2.84748 0.004 -0.038 -0.144
H -1.61842 -5.06346 -5.14933 0.045 -0.019 0.170
H -2.30849 -5.02888 -3.52359 0.154 0.012 -0.104
H -0.18681 -3.44481 -4.21890 0.185 -0.111 0.148
H -0.29890 -4.14111 -2.57351 0.070 -0.050 -0.139
H 0.98062 -7.68188 -4.17511 0.106 0.201 -0.050
H 0.40547 -6.75152 -5.59449 0.118 0.071 0.160
C 6.92694 4.56351 2.91775 0.229 0.028 0.183
C 7.24464 3.56418 1.80645 0.299 0.146 -0.237
C 6.25407 2.40791 1.93245 0.498 -0.386 -0.298
S 4.78167 3.09050 2.67931 -0.098 0.233 0.250
O 4.60910 2.49318 3.98681 -0.250 0.050 -0.546
O 3.71854 3.12252 1.69484 0.052 -0.234 0.495
C 5.41623 4.74202 2.89241 0.161 0.511 0.100
H 7.44655 5.51463 2.76940 -0.096 -0.150 0.049
H 7.24053 4.15289 3.88496 -0.062 0.102 -0.103
H 7.12096 4.05132 0.83160 0.020 -0.062 0.139
H 8.27762 3.20740 1.86619 -0.188 0.041 -0.042
H 6.00351 1.98469 0.95643 -0.094 -0.040 0.239
H 6.63611 1.62364 2.59171 -0.196 0.111 -0.039
H 5.01981 5.17916 3.81042 -0.115 -0.169 -0.131
H 5.10417 5.33460 2.02724 -0.039 -0.126 0.109


# 2
12
Properties=species:S:1:pos:R:3:forces:R:3 method="wB97M-V/def2-TZVPD" charge=0 fmax_ha_per_bohr=0.0635 smiles="Cc1connc1=O" e_homo_ev=-10.09 relative_energy_kcal_mol=83.3 total_energy_ev=-11284.9259 orbital_gap_ha=0.35357
C -1.55644 -0.48519 0.03133 -0.998 -0.610 -0.363
C -0.11935 -0.11826 0.04957 -0.343 -0.581 0.508
C 0.88685 -0.99755 0.00410 1.112 1.238 -0.494
O 2.17992 -0.60695 -0.17096 -0.733 -0.091 0.493
N 2.53500 0.81092 0.00527 -1.765 1.164 0.412
N 1.63669 1.65532 0.16755 0.265 -2.249 -0.552
C 0.17715 1.26867 0.03691 -0.501 3.019 -1.144
O -0.64056 2.17438 -0.18028 2.141 -1.997 0.883
H -2.00288 0.02371 -0.85314 0.143 -0.638 0.442
H -1.73522 -1.59985 0.00948 0.264 1.227 -0.124
H -2.10665 -0.06439 0.88022 0.235 -0.100 -0.001
H 0.74547 -2.06082 0.01994 0.181 -0.382 -0.061